1.
An isolated molecule of C23H29N3O7S at a distorted geometry, computed with ωB97M-V/def2-TZVPD.

The geometry in XYZ format:
```
63
C23H29N3O7S | the Open Molecules 2025 dataset | ωB97M-V/def2-TZVPD
C -2.5968 1.5886 2.6674
H -2.5174 2.5390 3.1967
O -2.5039 1.9313 1.2987
C -2.6251 0.9820 0.3231
C -2.5986 1.4935 -0.9694
C -2.6963 0.6769 -2.0789
C -2.8556 -0.6892 -1.9213
C -2.8910 -1.2068 -0.6350
C -2.7589 -0.4078 0.4924
O -2.7748 -0.9261 1.7564
C -2.4683 -2.2929 1.9141
H -3.3231 -2.9276 1.6537
H -2.2357 -2.4159 2.9708
H -1.5974 -2.5699 1.3154
H -3.0111 -2.2697 -0.5068
C -2.9783 -1.6014 -3.1139
H -3.9777 -2.0432 -3.1470
H -2.8428 -1.0153 -4.0254
C -1.9505 -2.7378 -3.0880
N -0.6271 -2.2342 -2.8228
C 0.1914 -2.7208 -1.8877
O 0.0195 -3.7316 -1.2300
C 1.4515 -1.8675 -1.7475
O 1.6196 -0.8534 -2.4066
N 2.3311 -2.4026 -0.8884
C 3.5013 -1.6975 -0.4323
H 4.1486 -1.4788 -1.2874
H 4.0356 -2.3200 0.2848
C 3.1115 -0.3469 0.2125
N 2.2542 -0.5736 1.3624
S 0.6307 -0.1649 1.2381
O 0.1232 -0.2830 2.5731
O 0.0856 -1.0061 0.2138
C 0.5788 1.5286 0.7013
C 0.5722 2.5387 1.6433
C 0.5386 3.8545 1.2207
C 0.5147 4.1631 -0.1362
C 0.5218 3.1270 -1.0639
C 0.5489 1.8064 -0.6513
H 0.5318 0.9945 -1.3612
H 0.4972 3.3534 -2.1193
C 0.4455 5.5895 -0.5848
H 0.8234 5.6987 -1.5979
H -0.5909 5.9274 -0.5708
H 1.0157 6.2344 0.0796
H 0.5226 4.6518 1.9492
H 0.5643 2.2832 2.6913
C 2.9609 -0.1390 2.5561
H 2.5303 0.7907 2.9391
C 4.3875 0.0708 2.0390
H 4.9861 -0.8413 2.1583
O 4.2207 0.3803 0.6701
H 4.9018 0.9090 2.5080
H 2.8918 -0.9058 3.3281
H 2.6059 0.2564 -0.5496
H 1.9449 -3.1527 -0.3277
H -0.3435 -1.3565 -3.2406
H -1.9607 -3.2636 -4.0513
H -2.1716 -3.4615 -2.3006
H -2.6562 1.1128 -3.0666
H -2.4825 2.5609 -1.0758
H -1.7900 0.9215 2.9738
H -3.5582 1.1236 2.8954
```

Output
**Highest occupied orbital energy**: -7.66 eV
**Total energy**: -53959.7412 eV
**Structure (SMILES)**: COc1ccc(CCNC(=O)C(=O)NC[C@@H]2OCCN2S(=O)(=O)c2ccc(C)cc2)cc1OC
**HOMO-LUMO gap**: 8.208 eV

***

2.
An isolated molecule of C23H29N5O3S at a distorted geometry, computed with ωB97M-V/def2-TZVPD.

The geometry in XYZ format:
```
61
C23H29N5O3S | the Open Molecules 2025 dataset | ωB97M-V/def2-TZVPD
C 2.5701 3.2250 -2.3448
C 2.1127 1.7994 -2.2701
C 0.8255 1.4904 -1.8608
C 0.3960 0.1786 -1.7890
C 1.2404 -0.8718 -2.1331
C 2.5504 -0.5723 -2.5395
C 2.9576 0.7485 -2.5988
H 3.9698 0.9666 -2.9109
C 3.5034 -1.6748 -2.8972
H 3.7132 -2.2999 -2.0276
H 3.0851 -2.3079 -3.6791
H 4.4444 -1.2620 -3.2513
N 0.8254 -2.2056 -2.1645
H 1.5673 -2.8391 -1.9012
C -0.4442 -2.5977 -1.6072
C -0.5162 -2.3886 -0.1282
N 0.5263 -2.3553 0.6502
N 0.1121 -2.1264 1.9085
C -1.1893 -2.0191 1.8784
N -1.6564 -2.1982 0.6069
C -3.0160 -2.0122 0.1835
H -3.6532 -2.2152 1.0482
H -3.2570 -2.7157 -0.6170
C -3.2315 -0.5553 -0.2964
C -4.7173 -0.1502 -0.3024
H -5.3056 -0.8706 0.2668
C -4.7087 1.2077 0.4041
H -4.5357 2.0098 -0.3138
C -3.5012 1.0614 1.3245
H -3.7643 0.4929 2.2260
H -3.0382 1.9997 1.6260
O -2.5490 0.3451 0.5547
H -5.6270 1.4071 0.9495
H -5.1163 -0.0967 -1.3127
H -2.7884 -0.4451 -1.2952
S -2.2154 -1.6854 3.2412
C -1.0575 -0.7177 4.2661
H -1.5985 -0.5251 5.1912
H -0.1737 -1.3271 4.4421
C -0.7463 0.5954 3.5514
O -1.4200 1.5924 3.7072
N 0.3321 0.5190 2.7545
C 0.6568 1.5640 1.8028
C 2.0373 1.3694 1.2744
C 2.6940 0.2469 0.8625
C 3.9863 0.6717 0.4680
C 4.0166 2.0148 0.6673
O 2.8418 2.4472 1.1592
H 4.7792 2.7504 0.5059
H 4.7758 0.0574 0.0875
H 2.3096 -0.7521 0.8260
H -0.0718 1.5411 0.9784
H 0.5758 2.5335 2.3021
H 0.7425 -0.3922 2.5725
H -1.2428 -2.0398 -2.1051
H -0.5914 -3.6620 -1.8297
H -0.6039 -0.0123 -1.4352
H 0.1462 2.2851 -1.5860
H 2.0186 3.7623 -3.1167
H 2.3939 3.7308 -1.3966
H 3.6307 3.2797 -2.5774
```

Output
**Highest occupied orbital energy**: -7.71 eV
**Total energy**: -48750.0777 eV
**Structure (SMILES)**: Cc1ccc(NCc2nnc(SCC(=O)NCc3ccco3)n2C[C@H]2CCCO2)c(C)c1
**HOMO-LUMO gap**: 8.170 eV

***

3.
An isolated molecule of C23H29N5O5 at a distorted geometry, computed with ωB97M-V/def2-TZVPD.

The geometry in XYZ format:
```
62
C23H29N5O5 | the Open Molecules 2025 dataset | ωB97M-V/def2-TZVPD
C 5.4252 0.0812 -3.1226
C 3.9833 0.2667 -2.7085
O 3.0492 0.1515 -3.4662
N 3.8679 0.5808 -1.3793
C 2.7083 0.6722 -0.6207
C 1.4408 0.7905 -1.1891
C 0.3205 0.8208 -0.3830
C 0.4369 0.7223 0.9988
C 1.7024 0.6700 1.5728
C 2.8274 0.6478 0.7702
H 3.8074 0.5896 1.2206
H 1.8042 0.6357 2.6484
N -0.7208 0.6795 1.8202
C -1.6173 -0.3354 1.7977
O -2.6848 -0.2578 2.3848
C -1.1944 -1.5896 1.0540
H -2.0835 -2.1970 0.8857
H -0.7704 -1.3220 0.0860
C -0.1637 -2.3984 1.8681
C 0.7066 -3.1766 0.8963
O 0.4137 -4.2556 0.4442
N 1.8426 -2.4922 0.5515
C 2.7649 -2.8714 -0.3959
N 3.8727 -2.1788 -0.5406
O 4.5650 -2.7593 -1.5594
C 3.8706 -3.8103 -2.0319
C 2.7107 -3.9405 -1.3270
H 1.9314 -4.6631 -1.4278
C 4.4379 -4.5724 -3.1684
H 5.4843 -4.8044 -2.9807
H 3.8780 -5.4911 -3.3104
H 4.3811 -3.9757 -4.0783
H 2.0509 -1.6064 0.9962
H -0.6818 -3.0975 2.5235
H 0.4501 -1.7341 2.4770
C -1.0127 1.8723 2.6027
H -1.5699 1.5731 3.4942
H -0.0728 2.3491 2.8828
C -1.8434 2.8683 1.7748
O -1.3725 3.8948 1.3307
N -3.1061 2.4570 1.5963
H -3.3840 1.5607 1.9824
C -4.0696 3.1566 0.7760
H -3.5848 4.0886 0.4761
C -5.3689 3.4129 1.5584
C -6.2992 2.2801 1.1345
H -7.3460 2.4991 1.3384
H -6.0303 1.3578 1.6516
C -6.0038 2.1484 -0.3564
H -6.3480 1.2028 -0.7721
H -6.4910 2.9597 -0.8994
C -4.4825 2.2970 -0.4406
H -4.1658 2.7474 -1.3795
H -4.0068 1.3179 -0.3599
H -5.1868 3.4368 2.6317
H -5.7931 4.3719 1.2601
H -0.6586 0.9219 -0.8273
H 1.3414 0.8460 -2.2596
H 4.7159 0.5110 -0.8338
H 6.0188 0.9467 -2.8380
H 5.8274 -0.8026 -2.6312
H 5.4755 -0.0547 -4.1989
```

Output
**Highest occupied orbital energy**: -8.69 eV
**Total energy**: -42011.3027 eV
**Structure (SMILES)**: CC(=O)Nc1ccc(N(CC(=O)NC2CCCC2)C(=O)CCC(=O)Nc2cc(C)on2)cc1
**HOMO-LUMO gap**: 9.293 eV

***

4.
An isolated molecule of C23H29N5O5S2 at a distorted geometry, computed with ωB97M-V/def2-TZVPD.

The geometry in XYZ format:
```
64
C23H29N5O5S2 | the Open Molecules 2025 dataset | ωB97M-V/def2-TZVPD
C -1.7787 1.1018 -1.2404
H -1.7634 0.0189 -1.1270
C -2.2120 1.7948 0.0455
H -3.1876 1.4139 0.3532
H -2.3179 2.8645 -0.1392
C -1.2509 1.5840 1.2215
N 0.1006 2.0221 0.9246
C 0.5373 3.2756 0.6033
N 1.8483 3.3234 0.6224
N 2.2985 2.1123 0.9608
C 1.2699 1.3282 1.1404
C 1.3901 -0.0939 1.4166
C 0.6561 -1.0134 0.6723
C 0.8370 -2.3620 0.8827
C 1.7340 -2.8340 1.8211
C 2.4781 -1.9205 2.5526
C 2.3130 -0.5603 2.3501
H 2.9032 0.1550 2.9012
H 3.1967 -2.2700 3.2779
H 1.8523 -3.8978 1.9469
S -0.1121 -3.4992 -0.1189
O 0.7259 -4.5700 -0.5645
O -0.8201 -2.7242 -1.1046
N -1.1427 -4.1145 1.0576
C -1.5008 -5.5153 0.9288
H -0.6142 -6.0440 0.5813
C -2.6557 -5.6870 -0.0601
O -3.7631 -4.8978 0.3177
C -3.4248 -3.5289 0.3506
C -2.2861 -3.2702 1.3434
H -1.9577 -2.2321 1.2850
H -2.6182 -3.4910 2.3631
H -4.3304 -2.9989 0.6511
H -3.1085 -3.1924 -0.6465
H -3.0088 -6.7192 -0.0757
H -2.3105 -5.3971 -1.0641
H -1.7916 -5.8793 1.9192
H -0.0139 -0.7028 -0.1109
S -0.4725 4.6282 0.1940
C 0.7429 5.6650 -0.6836
H 0.2280 6.6093 -0.8539
H 1.6082 5.7941 -0.0375
C 1.0819 5.0095 -2.0202
O 0.4219 5.2013 -3.0178
N 2.1747 4.2241 -1.9659
H 2.5745 4.0133 -1.0548
C 2.5452 3.3389 -3.0572
C 2.4545 1.9071 -2.6384
C 3.3041 1.1298 -1.9054
C 2.6816 -0.1366 -1.7875
C 1.4988 -0.0356 -2.4511
O 1.3494 1.1988 -2.9622
H 0.7125 -0.7444 -2.6236
H 3.0620 -0.9993 -1.2802
H 4.2493 1.4218 -1.4977
H 3.5689 3.5674 -3.3702
H 1.8533 3.5354 -3.8803
C -1.7472 2.3150 2.4707
H -1.8336 3.3814 2.2738
H -1.0578 2.1656 3.2995
H -2.7231 1.9341 2.7575
H -1.1786 0.5132 1.4424
H -0.7934 1.4399 -1.5523
H -2.4769 1.3436 -2.0373
```

Output
**Highest occupied orbital energy**: -8.47 eV
**Total energy**: -63679.5839 eV
**Structure (SMILES)**: CC[C@H](C)n1c(SCC(=O)NCc2ccco2)nnc1-c1cccc(S(=O)(=O)N2CCOCC2)c1
**HOMO-LUMO gap**: 8.655 eV

***

5.
A structure of composition C23H30AgBI2N8O, computed with ωB97M-V/def2-TZVPD.

The geometry in XYZ format:
```
66
C23H30AgBI2N8O | the Open Molecules 2025 dataset | ωB97M-V/def2-TZVPD
Ag -0.1746 -0.1734 0.1660
I -6.0492 4.2084 -1.0021
C -4.0965 3.4607 -1.1283
C -3.5811 3.0796 -2.3581
C -2.2926 2.5759 -2.4121
I -1.4574 2.1883 -4.3060
C -1.4630 2.3737 -1.2680
O -0.3029 1.8151 -1.3106
C -2.0149 2.8810 -0.0470
C -1.1234 2.9442 1.1628
N -0.8011 1.6250 1.7287
C 0.1789 1.6886 2.8170
C 0.7177 0.3179 3.1601
C 0.6806 -0.1822 4.4512
C 1.1813 -1.4521 4.6974
C 1.7059 -2.1770 3.6446
C 1.7097 -1.5984 2.3855
N 1.2328 -0.3778 2.1422
C -3.3045 3.3920 0.0084
H -4.1715 3.1834 -3.2591
H -1.5783 3.6018 1.9138
H -0.1735 3.3953 0.8689
H -1.6516 1.1823 2.0593
H -0.2145 2.1663 3.7190
H 1.0114 2.3029 2.4629
H 0.2450 0.4099 5.2459
H 1.1431 -1.8759 5.6934
H 2.0858 -3.1807 3.7833
H 2.0934 -2.1420 1.5291
H -3.6848 3.7580 0.9577
B -0.3248 -3.5583 0.1172
N -1.1822 -2.8973 1.2768
C -1.5054 -3.4894 2.4400
C -2.3262 -2.6352 3.1550
C -2.4477 -1.5155 2.3215
N -1.7704 -1.6818 1.1833
N -0.5952 -2.7871 -1.2008
C -1.5533 -3.0634 -2.0956
C -1.5292 -2.0984 -3.0869
C -0.4857 -1.2546 -2.7009
N 0.1031 -1.6808 -1.5772
H -0.7173 -4.6961 -0.0309
H 0.8636 -3.5062 0.3866
H -1.1359 -4.4788 2.6775
H -2.7768 -2.7986 4.1232
H -3.0329 -0.6190 2.4794
H -2.2076 -3.9125 -1.9568
H -2.1833 -1.9920 -3.9384
H -0.1685 -0.3408 -3.1800
N 2.8251 0.5928 -3.5311
C 2.9440 -0.7201 -2.7963
C 3.6437 -0.4918 -1.4668
N 3.0227 0.5492 -0.6685
C 2.9366 1.8130 -1.3839
C 2.1883 1.6863 -2.7024
H 2.2773 0.4646 -4.3740
H 3.7529 0.8907 -3.8156
H 3.4868 -1.4098 -3.4410
H 1.9397 -1.0948 -2.6213
H 4.6974 -0.2377 -1.6311
H 3.6123 -1.4329 -0.9236
H 2.0937 0.2563 -0.4128
H 3.9553 2.1917 -1.5456
H 2.3979 2.5397 -0.7790
H 2.2051 2.6009 -3.2957
H 1.1465 1.4170 -2.5100
```

Output
**Highest occupied orbital energy**: -6.86 eV
**Total energy**: -59183.0625 eV
**HOMO-LUMO gap**: 6.379 eV

***

6.
A structure of composition C23H30BrIrO5 at a distorted geometry, computed with ωB97M-V/def2-TZVPD.

The geometry in XYZ format:
```
60
C23H30BrIrO5 | the Open Molecules 2025 dataset | ωB97M-V/def2-TZVPD
C 0.3055 -0.3314 -3.0320
C 0.0373 -0.9727 -1.6586
C -0.0656 1.1349 -2.9211
C -0.9852 1.1916 -1.6884
H -0.6127 1.4454 -3.8165
H 0.8174 1.7785 -2.8197
C -1.2137 -0.2335 -1.1757
H 0.8960 -0.7405 -1.0165
H -0.0454 -2.0631 -1.7378
C -1.3610 -0.0622 0.3097
H -2.0825 -0.7126 -1.6348
H -1.9630 1.6028 -1.9857
C -0.4313 1.9501 -0.4533
C 1.7093 -0.5860 -3.5429
C -0.5116 -1.0072 -4.1340
O -1.1721 -0.4262 -4.9768
O 2.6726 -0.9009 -2.8600
O 1.7900 -0.5350 -4.8835
O -0.3673 -2.3423 -4.1217
C -0.9321 -2.9591 -5.2760
H -0.7609 -4.0202 -5.1326
H -0.4128 -2.6089 -6.1696
H -1.9947 -2.7309 -5.3629
C 3.0936 -0.8853 -5.3507
H 3.8653 -0.3318 -4.8022
H 3.1111 -0.6517 -6.4160
H 3.2511 -1.9602 -5.1847
O -0.4812 0.9897 0.6926
H -1.0613 -0.9652 0.8451
H -2.4040 0.2128 0.5521
C -1.4096 3.1173 -0.2919
C 1.0136 2.4764 -0.4712
H 1.1531 3.1367 -1.3418
H 1.7408 1.6476 -0.5157
H 1.1950 3.0649 0.4498
H -1.2847 3.6760 0.6468
H -2.4487 2.7617 -0.3872
H -1.2490 3.8102 -1.1395
Ir -0.1003 0.0270 4.0285
C -1.9038 0.2105 5.3333
C -2.3634 0.3804 3.9841
C -2.0571 -0.8068 3.2654
H -2.8054 1.2670 3.5527
C -1.3529 -1.6925 4.1218
C -1.2611 -1.0615 5.4221
H -0.7872 -1.4857 6.2998
H -1.9705 0.9486 6.1250
H -2.3179 -1.0139 2.2389
H -0.9679 -2.6697 3.8431
C 1.9872 0.9098 4.3650
C 1.6600 -0.0734 5.3391
C 1.4001 -1.3052 4.6424
H 1.5741 0.0821 6.4083
C 1.5507 -1.0685 3.2291
C 1.8905 0.3026 3.0600
H 2.0093 0.7915 2.1055
H 2.1957 1.9507 4.5669
H 1.1616 -2.2591 5.0965
H 1.4054 -1.7959 2.4398
Br -0.3483 2.3925 3.3378
```

Output
**Net charge**: -1
**Highest occupied orbital energy (alpha / beta)**: 0.56 / -6.16 eV
**Total energy**: -107449.7493 eV
**HOMO-LUMO gap (alpha / beta)**: 0.884 / 6.909 eV
**Spin multiplicity**: 6